one) Here is an isolated molecule of C5H4N2O from the Open Molecules 2025 dataset. Energies are from ωB97M-V with the def2-TZVPD basis set.

Properties
Orbital gap = 9.4 eV
2S+1 = 1
SMILES = O=c1ccnccn1

Each line ends with the Löwdin charge.
CARTESIAN COORDINATES (ANGSTROEM)
O: -2.218 -0.010 0.641  0.176
C: -1.220 -0.074 0.113  -0.519
C: -0.622 1.251 -0.292  -0.002
C: 0.724 1.387 -0.442  -0.099
N: 1.705 0.684 0.473  0.069
C: 1.567 -0.572 0.503  -0.155
C: 0.648 -1.500 -0.388  -0.074
N: -0.609 -1.227 -0.527  0.133
H: -0.971 1.947 -1.060  0.110
H: 1.034 2.379 -0.797  0.099
H: 2.387 -0.963 1.169  0.112
H: 1.043 -2.435 -1.027  0.150

---

two) Here is an isolated molecule of C5H4N2O from the Open Molecules 2025 dataset. Energies are from ωB97M-V with the def2-TZVPD basis set.

Properties
Orbital gap = 9.1 eV
2S+1 = 1
SMILES = c1cn2cncc2o1

Each line ends with the Löwdin charge.
CARTESIAN COORDINATES (ANGSTROEM)
C: 1.972 -0.135 0.008  -0.033
C: 1.201 0.968 -0.038  -0.014
N: -0.133 0.551 -0.034  0.013
C: -1.470 0.893 0.018  -0.169
N: -2.254 -0.159 0.028  0.059
C: -1.394 -1.258 -0.028  -0.084
C: -0.100 -0.850 -0.053  -0.276
O: 1.161 -1.303 -0.010  0.057
H: 3.041 -0.359 0.167  0.134
H: 1.515 1.966 0.003  0.106
H: -1.785 1.930 -0.069  0.118
H: -1.755 -2.245 0.009  0.087

---

three) Here is an isolated molecule of C5H4N2O from the Open Molecules 2025 dataset. Energies are from ωB97M-V with the def2-TZVPD basis set.

Properties
Orbital gap = 9.4 eV
2S+1 = 1
SMILES = C#CC1=NCC(=O)N1

Each line ends with the Löwdin charge.
CARTESIAN COORDINATES (ANGSTROEM)
C: 3.147 -0.509 0.325  0.085
C: 1.986 -0.029 0.007  -0.021
C: 0.619 0.341 -0.388  -0.602
N: 0.149 1.452 -0.270  0.128
C: -1.289 1.154 0.366  -0.037
C: -1.409 -0.375 0.121  -0.321
O: -2.375 -1.204 0.174  0.023
N: -0.129 -0.643 -0.481  0.162
H: 4.091 -1.127 0.923  0.128
H: -2.226 1.619 -0.348  0.180
H: -1.462 1.437 1.513  0.155
H: 0.138 -1.467 -0.824  0.119

---

Out of the structures above, which one is the most stable? Solution: two).